An isolated molecule of C5H8O at a distorted geometry. Source: the OMol25 dataset; level of theory: wB97M-V/def2-TZVPD.

Computed properties:
Energy above the lowest of the compared OMol25 structures with the same formula, charge and spin = 383.7 kJ/mol
SMILES = C1O[C@H]2C[C@@H]1C2
Electronic energy = -270.4117 hartree
Highest occupied orbital energy = -8.51 eV
Largest force on an atom = 2.4 eV/Å
Net charge = 0

Positions of all 14 atoms, in Å:
C 0.51 0.91 -0.72
H -1.21 1.19 1.21
C 0.29 -1.25 -0.36
H 1.94 0.73 0.97
H -1.81 -0.51 1.26
H -1.43 -0.05 -1.35
H 1.05 0.72 -1.66
H -0.26 -2.07 0.18
C 1.14 0.12 0.44
O 0.22 -0.15 1.52
C -1.02 0.15 0.90
H 0.29 1.98 -0.64
H 0.92 -1.65 -1.13
C -0.65 -0.05 -0.58

---

An isolated molecule of C5H8O at a distorted geometry. Source: the OMol25 dataset; level of theory: wB97M-V/def2-TZVPD.

Computed properties:
Energy above the lowest of the compared OMol25 structures with the same formula, charge and spin = 403.4 kJ/mol
SMILES = C1C[C@@H]2O[C@@H]2C1
Electronic energy = -270.4042 hartree
Highest occupied orbital energy = -9.40 eV
Largest force on an atom = 6.0 eV/Å
Net charge = 0

Positions of all 14 atoms, in Å:
H -0.76 0.99 1.57
C 0.08 0.76 1.01
H -0.23 -2.24 -0.83
C -0.40 -1.27 -0.46
C 0.38 -0.79 0.85
H 1.11 1.56 -0.70
H 0.84 1.02 1.72
H -0.13 -1.42 1.64
C -0.29 0.03 -1.35
C 0.12 1.12 -0.41
H -0.02 -0.12 -2.57
H 1.51 -1.09 0.47
H -0.77 1.97 -0.25
O -1.45 -0.52 -0.68

---

An isolated molecule of C5H8O. Source: the OMol25 dataset; level of theory: wB97M-V/def2-TZVPD.

Computed properties:
Energy above the lowest of the compared OMol25 structures with the same formula, charge and spin = 108.0 kJ/mol
SMILES = C[C@@H]1C=CCO1
Electronic energy = -270.5168 hartree
Highest occupied orbital energy = -9.08 eV
Largest force on an atom = 0.3 eV/Å
Net charge = 0

Positions of all 14 atoms, in Å:
O -0.15 -0.65 -1.09
C 0.67 0.30 -0.39
H 2.80 -0.22 -0.21
C 1.85 -0.40 0.30
C -0.28 0.98 0.56
C -1.49 -0.59 -0.64
H 1.06 1.02 -1.13
H -2.16 -0.34 -1.48
H 1.66 -1.48 0.30
H 1.96 -0.08 1.34
C -1.50 0.47 0.42
H 0.03 1.76 1.24
H -2.39 0.76 0.98
H -1.80 -1.57 -0.25

---

An isolated molecule of C5H8O at a distorted geometry. Source: the OMol25 dataset; level of theory: wB97M-V/def2-TZVPD.

Computed properties:
Energy above the lowest of the compared OMol25 structures with the same formula, charge and spin = 305.8 kJ/mol
SMILES = C=C=CCCO
Electronic energy = -270.4414 hartree
Highest occupied orbital energy = -9.18 eV
Largest force on an atom = 2.6 eV/Å
Net charge = 0

Positions of all 14 atoms, in Å:
H -0.96 -0.18 -1.36
C -2.03 -0.01 0.47
H -3.01 -0.17 0.00
H -2.05 -0.50 1.45
H -1.06 -1.69 -0.48
O -1.88 1.39 0.60
H 3.04 1.24 -0.99
C 2.86 0.23 -0.65
H 1.11 -0.41 1.17
C -0.90 -0.61 -0.35
H 3.67 -0.48 -0.54
H -0.94 1.53 0.82
C 0.51 -0.28 0.25
C 1.62 -0.06 -0.39

---

An isolated molecule of C5H8O at a distorted geometry. Source: the OMol25 dataset; level of theory: wB97M-V/def2-TZVPD.

Computed properties:
Energy above the lowest of the compared OMol25 structures with the same formula, charge and spin = 269.9 kJ/mol
SMILES = C=CC(=C)CO
Electronic energy = -270.4551 hartree
Highest occupied orbital energy = -8.83 eV
Largest force on an atom = 5.0 eV/Å
Net charge = 0

Positions of all 14 atoms, in Å:
C 1.10 -0.83 -0.04
C 2.19 -0.22 -0.62
H -0.96 -2.31 0.36
H -2.23 -0.88 0.49
H 2.02 0.83 -0.75
H 0.01 1.68 0.77
C -0.59 1.04 0.05
H 3.15 -0.73 -0.83
O -2.04 1.32 0.10
H -0.44 1.33 -1.01
C -0.25 -0.41 0.21
H -1.98 2.37 0.39
H 1.21 -1.88 0.44
C -1.20 -1.30 0.41

---

An isolated molecule of C5H8O. Source: the OMol25 dataset; level of theory: wB97M-V/def2-TZVPD.

Computed properties:
Energy above the lowest of the compared OMol25 structures with the same formula, charge and spin = 383.9 kJ/mol
Electronic energy = -270.4117 hartree
Highest occupied orbital energy = -8.36 eV
Largest force on an atom = 0.9 eV/Å
Net charge = 0

Positions of all 14 atoms, in Å:
C -0.62 0.62 -1.26
C -1.01 0.07 0.11
H -0.40 -0.17 -1.99
H -1.35 1.31 -1.67
H 0.27 1.26 -1.12
H -0.76 -1.75 1.38
H 0.03 0.51 2.08
H 0.29 -1.74 -0.11
H 2.13 -0.67 0.09
C -0.28 -1.15 0.61
H -2.03 0.22 0.46
O 2.24 0.29 -0.10
C 0.17 0.23 1.04
C 1.27 1.02 0.39

---

An isolated molecule of C5H8O at a distorted geometry. Source: the OMol25 dataset; level of theory: wB97M-V/def2-TZVPD.

Computed properties:
Energy above the lowest of the compared OMol25 structures with the same formula, charge and spin = 161.6 kJ/mol
SMILES = C1=CCOCC1
Electronic energy = -270.4963 hartree
Highest occupied orbital energy = -9.08 eV
Largest force on an atom = 3.5 eV/Å
Net charge = 0

Positions of all 14 atoms, in Å:
H -1.28 -1.17 1.64
H 0.81 -2.09 0.96
H 0.85 -1.38 -1.34
H -2.04 0.81 0.22
C 1.01 -0.51 -0.57
H 1.11 1.38 -1.63
O -0.12 1.55 -0.05
H -1.17 1.40 1.65
C -1.06 0.84 0.72
H 2.07 -0.42 -0.40
C 0.39 0.76 -1.09
H -0.41 0.46 -1.79
C -0.63 -0.54 1.05
C 0.47 -1.10 0.64

---

An isolated molecule of C5H8O. Source: the OMol25 dataset; level of theory: wB97M-V/def2-TZVPD.

Computed properties:
Energy above the lowest of the compared OMol25 structures with the same formula, charge and spin = 412.0 kJ/mol
Electronic energy = -270.4010 hartree
Highest occupied orbital energy (alpha / beta) = -6.66 / -7.12 eV
Largest force on an atom = 0.9 eV/Å
Net charge = 0

Positions of all 14 atoms, in Å:
H -1.54 -1.77 -0.44
C -1.32 0.43 -0.66
O 1.12 1.10 -0.60
H 2.55 0.17 0.56
H 3.08 1.59 -0.62
H -1.98 1.24 -0.32
C 2.36 0.88 -0.24
H -1.46 0.30 -1.74
C -1.44 -0.88 0.19
H 0.07 -0.47 1.82
H 0.71 -1.51 0.53
H -2.24 -0.88 0.94
C 0.00 -0.69 0.74
C 0.09 0.48 -0.16